This record from the Open Molecules 2025 dataset describes a cluster of 26 separate species, C17H70BIN2O33P2S in total. The level of theory is ωB97M-V/def2-TZVPD.

Last columns: bonded neighbours and bond lengths (Å).
Atoms and positions in Å:
1 C 3.84677 -4.93801 2.29350  C2 1.520, H33 1.089, H34 1.087, H35 1.083
2 C 4.42272 -4.20881 1.09008  C1 1.520, C3 1.554, H36 1.090, H37 1.089
3 C 3.59299 -4.14608 -0.22205  C2 1.554, I4 2.149, C5 1.501, H38 1.082
4 I 1.68864 -5.14176 -0.19146  C3 2.149
5 C 3.42581 -2.74166 -0.72598  C3 1.501, C6 1.390, C18 1.393
6 C 3.97813 -2.42896 -1.96234  C5 1.390, C7 1.385, H39 1.081
7 C 3.89635 -1.16005 -2.51141  C6 1.385, C8 1.516, C12 1.406
8 C 4.53365 -0.94823 -3.87034  C7 1.516, C9 1.505, H40 1.086, H41 1.086
9 C 4.26490 -2.12015 -4.77558  C8 1.505, O10 1.208, O11 1.349
10 O 3.16845 -2.61662 -4.87285  C9 1.208
11 O 5.32410 -2.53912 -5.49840  C9 1.349, H42 0.969
12 C 3.23022 -0.14793 -1.79839  C7 1.406, P13 1.784, C17 1.415
13 P 3.20251 1.48682 -2.51288  C12 1.784, O14 1.472, O15 1.585, O16 1.603
14 O 4.41342 1.86146 -3.26084  P13 1.472
15 O 1.90112 1.50926 -3.41722  P13 1.585, H43 0.974
16 O 2.97034 2.55334 -1.33957  P13 1.603, H44 0.970
17 C 2.62078 -0.45920 -0.55938  C12 1.415, C18 1.391, N32 1.426
18 C 2.75825 -1.73768 -0.02765  C5 1.393, C17 1.391, S19 1.755
19 S 2.11534 -2.07240 1.57113  C18 1.755, C20 1.753
20 C 0.63599 -1.13766 1.47044  S19 1.753, C21 1.400, C31 1.386
21 C -0.51404 -1.62773 2.10021  C20 1.400, B22 1.586, C25 1.391
22 B -0.48588 -3.03288 2.83588  C21 1.586, N23 1.467, O24 1.365
23 N 0.41679 -3.26200 3.96901  B22 1.467, H45 1.018, H46 1.016
24 O -1.31637 -4.02426 2.40051  B22 1.365, H47 0.963
25 C -1.66393 -0.84521 2.06081  C21 1.391, C26 1.387, H48 1.080
26 C -1.65605 0.36667 1.38722  C25 1.387, C27 1.400, H49 1.076
27 C -0.50796 0.82426 0.72982  C26 1.400, P28 1.817, C31 1.402
28 P -0.68475 2.44181 -0.07873  C27 1.817, O29 1.650, O30 1.653
29 O -0.24081 2.14830 -1.64013  P28 1.650, H50 0.971
30 O -2.32694 2.54720 -0.23574  P28 1.653, H51 0.971
31 C 0.66647 0.05978 0.77388  C20 1.386, C27 1.402, N32 1.426
32 N 1.88109 0.51037 0.17901  C17 1.426, C31 1.426, H52 1.009
33 H 4.56474 -4.86363 3.10956  C1 1.089
34 H 3.71547 -5.99872 2.09815  C1 1.087
35 H 2.91428 -4.51268 2.64466  C1 1.083
36 H 4.67873 -3.19348 1.39125  C2 1.090
37 H 5.36404 -4.69814 0.84542  C2 1.089
38 H 4.15742 -4.68029 -0.97510  C3 1.082
39 H 4.49640 -3.21355 -2.49503  C6 1.081
40 H 4.08606 -0.11345 -4.40197  C8 1.086
41 H 5.60306 -0.78552 -3.77811  C8 1.086
42 H 5.05614 -2.60647 -6.42731  O11 0.969
43 H 1.67266 2.40894 -3.71165  O15 0.974
44 H 3.74964 2.57969 -0.76249  O16 0.970
45 H 1.08312 -3.98465 3.70346  N23 1.018
46 H -0.08153 -3.66033 4.75982  N23 1.016
47 H -1.54265 -3.94543 1.46754  O24 0.963
48 H -2.56832 -1.16710 2.55594  C25 1.080
49 H -2.56626 0.93958 1.37199  C26 1.076
50 H -0.19069 1.19354 -1.81019  O29 0.971
51 H -2.56185 1.99262 -0.99747  O30 0.971
52 H 1.64203 1.25352 -0.45996  N32 1.009
53 O 6.45493 4.20402 -3.16944  H54 0.964, H55 0.968
54 H 7.14571 3.86465 -3.74922  O53 0.964
55 H 5.65326 3.74449 -3.45782  O53 0.968
56 O -1.01260 2.78122 3.56564  H57 0.963, H58 0.970
57 H -1.21724 2.92343 2.63530  O56 0.963
58 H -0.04746 2.68277 3.54613  O56 0.970
59 O -4.85163 0.00485 1.06795  H60 0.965, H61 0.963
60 H -5.25608 0.87308 1.18781  O59 0.965
61 H -4.67043 -0.27047 1.97238  O59 0.963
62 O -6.78864 -1.32999 -0.62950  H63 0.970, H64 0.964
63 H -6.00645 -0.96818 -0.18366  O62 0.970
64 H -7.44764 -1.39502 0.07158  O62 0.964
65 O 4.34895 5.30859 -1.00497  H66 0.967, H67 0.960
66 H 5.02491 4.99056 -1.61976  O65 0.967
67 H 3.52852 4.90461 -1.29617  O65 0.960
68 O -5.28950 1.46191 3.28915  H69 0.963, H70 0.962
69 H -4.42458 1.88530 3.28195  O68 0.963
70 H -5.55813 1.54141 4.20917  O68 0.962
71 O -0.15155 -2.64190 -4.31054  H72 0.962, H73 0.964
72 H -0.07275 -3.41922 -3.74892  O71 0.962
73 H 0.76063 -2.37631 -4.47238  O71 0.964
74 O 2.20371 4.80746 -3.99805  H75 0.963, H76 0.963
75 H 1.69837 5.61683 -3.86548  O74 0.963
76 H 2.36629 4.48640 -3.10493  O74 0.963
77 O -5.34849 3.54028 -0.34372  H78 0.961, H79 0.963
78 H -4.47896 3.18453 -0.13956  O77 0.961
79 H -5.17226 4.43837 -0.64222  O77 0.963
80 O 1.69883 3.20217 2.82991  H81 0.964, H82 0.964
81 H 2.07771 3.65897 3.58990  O80 0.964
82 H 2.28379 3.45178 2.10526  O80 0.964
83 O -3.41532 1.93270 5.31267  H84 0.964, H85 0.977
84 H -3.18395 1.19687 5.89038  O83 0.964
85 H -2.56899 2.19765 4.90155  O83 0.977
86 O 4.53879 2.87792 2.38567  H87 0.962, H88 0.962
87 H 4.63256 2.10281 2.94851  O86 0.962
88 H 5.43893 3.15374 2.18577  O86 0.962
89 O -9.07421 0.31435 0.73861  H90 0.964, H91 0.963
90 H -8.92755 0.07825 -0.18430  O89 0.964
91 H -8.34421 0.90350 0.95502  O89 0.963
92 O -5.79474 -4.26211 -1.49777  H93 0.967, H94 0.961
93 H -6.21380 -3.39374 -1.42479  O92 0.967
94 H -5.65812 -4.53269 -0.58546  O92 0.961
95 O -7.17423 -6.72009 -2.88518  H96 0.961, H97 0.966
96 H -6.65995 -7.35646 -2.38199  O95 0.961
97 H -6.82582 -5.86086 -2.61282  O95 0.966
98 O -6.06035 2.28952 -3.19048  H99 0.963, H100 0.965
99 H -5.18038 2.04360 -3.49531  O98 0.963
100 H -5.92399 2.61290 -2.29166  O98 0.965
101 O -2.76973 1.21095 -3.55008  H102 0.961, H103 0.963
102 H -2.01717 1.40466 -2.98475  O101 0.961
103 H -2.41786 0.67463 -4.26802  O101 0.963
104 O 2.36934 -2.13872 -7.62787  H105 0.965, H106 0.961
105 H 2.46749 -2.54316 -6.75671  O104 0.965
106 H 1.50415 -1.71986 -7.61221  O104 0.961
107 O 2.25481 -7.91947 -2.08887  H108 0.963, H109 0.963
108 H 1.98218 -7.58609 -2.94972  O107 0.963
109 H 2.38338 -8.86359 -2.22661  O107 0.963
110 O -4.18754 2.48908 8.20524  H111 0.967, H112 0.962
111 H -4.11420 2.21570 7.28050  O110 0.967
112 H -3.42610 3.06179 8.34156  O110 0.962
113 O -6.40401 4.31139 7.37233  H114 0.967, H115 0.961
114 H -5.75755 3.60523 7.51179  O113 0.967
115 H -6.71025 4.52663 8.25734  O113 0.961
116 O 0.91722 -6.50989 3.39114  H117 0.964, H118 0.962
117 H 0.64979 -6.21006 2.51477  O116 0.964
118 H 1.06022 -7.45589 3.29341  O116 0.962
119 O -2.83027 4.85283 1.53991  H120 0.963, H121 0.964
120 H -2.23898 5.60583 1.43345  O119 0.963
121 H -2.40300 4.12939 1.06772  O119 0.964
122 O -0.43695 5.87798 4.13777  H123 0.963, H124 0.964
123 H 0.02908 5.31282 3.51244  O122 0.963
124 H -1.32704 5.50678 4.14987  O122 0.964
125 O 9.27116 5.08274 -4.26195  H126 0.963, H127 0.963
126 H 8.70939 5.85671 -4.14819  O125 0.963
127 H 9.36051 4.72179 -3.37406  O125 0.963

DFT total energy, eV: -127511.13753
HOMO, Ha: -0.3218
Max |F|, eV/Å: 1.50
HOMO-LUMO gap, hartree: 0.2945
E_LUMO, hartree: -0.0273